Record 1
Computed, not measured: C3H9ClN2 in the gas phase in a non-equilibrium geometry, with wB97M-V/def2-TZVPD.

Values from the calculation:
E_tot, a.u.: -689.37354
Structure (SMILES): NC[C@H](N)CCl
E_HOMO, eV: -8.714
2S+1: 1
Lowest unoccupied orbital energy, eV: 1.04
Net charge: 0

Cartesian coordinates (Å):
C (-1.3108, -0.7586, -0.1550)
C (-0.3490, 0.2153, 0.6305)
C (1.0663, -0.3743, 0.9367)
H (-3.2053, -0.3944, -1.1725)
H (-3.1862, -0.5500, 0.5442)
H (-0.9312, -0.7513, -1.1922)
H (-1.2748, -1.7569, 0.2313)
H (-0.9333, 0.3282, 1.5668)
H (0.2738, 2.1239, 0.2712)
H (-1.2498, 1.8239, -0.1964)
H (1.5193, -0.0309, 1.8736)
H (0.8713, -1.3997, 1.1770)
N (-2.7236, -0.1519, -0.3026)
N (-0.3669, 1.3976, -0.0800)
Cl (1.9594, -0.1534, -0.5234)



Record 2
Computed, not measured: 12 unconnected molecules or ions with the total composition C12H48N10O12 in a non-equilibrium geometry, with wB97M-V/def2-TZVPD.

Values from the calculation:
E_tot, a.u.: -1936.13312
E_HOMO (alpha / beta), eV: -11.646 / -11.646
2S+1: 2
Lowest unoccupied orbital energy (alpha / beta), eV: -2.31 / -8.43
Net charge: +1

Cartesian coordinates (Å):
C (-9.3902, 6.5641, 7.3299)
O (-7.9669, 6.7585, 7.3249)
H (-10.0548, 7.2829, 7.8091)
H (-9.6737, 6.2263, 6.3331)
H (-9.4965, 5.5909, 7.8091)
H (-7.6840, 7.1932, 8.1328)
C (-7.4630, 5.7861, 2.1334)
O (-6.1250, 6.1168, 2.5179)
H (-7.7860, 4.9946, 2.8096)
H (-8.1252, 6.6442, 2.2482)
H (-7.5213, 5.4899, 1.0861)
H (-5.5747, 5.3307, 2.4902)
C (-12.6293, 4.7586, 9.1577)
O (-13.1459, 5.8816, 9.9114)
H (-12.4870, 5.0854, 8.1276)
H (-11.5966, 4.5442, 9.4328)
H (-13.1867, 3.8221, 9.1423)
H (-14.1024, 5.9047, 9.8330)
C (-12.4125, -0.0348, 8.1697)
O (-12.8044, 1.3051, 8.0580)
H (-11.7132, -0.3460, 7.3938)
H (-11.9543, -0.1854, 9.1472)
H (-13.2508, -0.7313, 8.1541)
H (-13.4880, 1.4173, 7.3934)
C (-12.6188, 7.1820, 5.8848)
O (-12.9409, 7.9782, 4.7571)
H (-13.4962, 6.8294, 6.4270)
H (-12.1096, 6.2822, 5.5395)
H (-11.9191, 7.6264, 6.5927)
H (-13.1396, 8.8782, 5.0257)
C (-14.5739, 3.4429, 6.3914)
O (-14.9930, 2.1749, 6.7032)
H (-15.1673, 4.2052, 6.8962)
H (-13.5157, 3.4566, 6.6526)
H (-14.7196, 3.6214, 5.3260)
H (-15.8159, 1.9125, 6.2843)
C (-5.3816, 4.4807, 6.1640)
O (-4.3863, 4.0448, 5.2620)
H (-6.3193, 4.5206, 5.6096)
H (-5.4548, 3.7854, 7.0002)
H (-5.1959, 5.4906, 6.5296)
H (-3.6418, 3.8856, 5.8469)
C (-10.1916, 3.1469, 6.1824)
O (-11.0891, 3.8124, 5.7262)
N (-8.9502, 3.0783, 5.7212)
N (-10.2215, 2.4372, 7.2720)
H (-8.1984, 2.5259, 6.1084)
H (-8.9108, 3.6596, 4.8962)
H (-11.0932, 2.2504, 7.7468)
H (-9.3599, 1.9535, 7.4813)
C (-11.8644, 4.7347, 2.2176)
O (-12.0096, 5.2719, 1.1046)
N (-10.9713, 3.8279, 2.5910)
N (-12.6084, 4.9962, 3.2844)
H (-11.0046, 3.4160, 3.5126)
H (-10.2706, 3.5308, 1.9271)
H (-13.3532, 5.6625, 3.4308)
H (-12.1453, 4.6216, 4.1000)
C (-8.7460, -2.2232, 6.4819)
O (-9.2488, -2.9823, 7.2406)
N (-8.0036, -2.5491, 5.4466)
N (-8.9218, -0.9121, 6.4957)
H (-7.7789, -1.7563, 4.8626)
H (-7.5937, -3.4533, 5.2608)
H (-8.2297, -0.3718, 5.9965)
H (-9.5021, -0.4867, 7.2045)
C (-6.0492, 0.2632, 6.4538)
O (-6.8990, 0.9770, 6.0260)
N (-5.3612, -0.6269, 5.7684)
N (-5.6687, 0.3519, 7.6833)
H (-4.6049, -1.2121, 6.0935)
H (-5.6018, -0.5974, 4.7880)
H (-6.0977, 1.1269, 8.1685)
H (-4.8770, -0.1385, 8.0741)
C (-7.6536, -0.1514, 10.0664)
O (-8.1281, 0.8078, 9.4254)
N (-8.1142, -1.2995, 9.8567)
N (-6.7376, 0.0357, 11.0066)
H (-8.4527, -1.5624, 8.9422)
H (-8.1892, -2.0696, 10.5059)
H (-6.4303, -0.8021, 11.4796)
H (-6.3359, 0.9554, 11.1201)



Record 3
Computed, not measured: 2 unconnected molecules or ions with the total composition C3H6N2O2 in a non-equilibrium geometry, with wB97M-V/def2-TZVPD.

Values from the calculation:
E_tot, a.u.: -377.81406
E_HOMO, eV: -7.413
2S+1: 1
Lowest unoccupied orbital energy, eV: 0.47
Net charge: 0

Cartesian coordinates (Å):
C (-1.4186, -0.7928, -1.1681)
C (0.8854, 0.2999, 0.7788)
N (-0.7163, -1.8398, -1.1648)
C (0.8326, 1.4047, 1.5461)
O (-0.0052, -0.6563, 0.7732)
O (1.7902, 0.1587, -0.2611)
N (-1.9464, 0.2449, -1.4368)
H (2.3954, 0.9089, -0.2638)
H (-1.0309, -2.7081, -1.5722)
H (-0.0019, -1.6125, -0.1621)
H (-2.3959, 0.8922, -0.8082)
H (0.0818, 1.4801, 2.3148)
H (1.5299, 2.2200, 1.4241)



Record 4
Computed, not measured: 2 unconnected molecules or ions with the total composition C3H9O2, with wB97M-V/def2-TZVPD.

Values from the calculation:
E_tot, a.u.: -270.18574
E_HOMO, eV: -3.116
2S+1: 1
Lowest unoccupied orbital energy, eV: 4.28
Net charge: -1

Cartesian coordinates (Å):
C (-0.4713, -0.5581, 0.4172)
O (-0.3269, -1.2979, -0.7050)
C (-0.6411, 0.9554, 0.1775)
C (-0.8658, 1.7538, 1.4765)
H (0.3981, -0.6147, 1.1268)
H (-1.3558, -0.8311, 1.0633)
H (-1.4372, 1.1157, -0.5461)
H (0.2669, 1.2898, -0.3343)
H (0.0367, 2.2698, 1.8037)
H (-1.1051, 1.0323, 2.2797)
H (-1.6835, 2.4561, 1.3954)
H (1.1873, -1.1825, -1.0847)
H (2.0300, -0.2201, -1.9860)
O (2.1569, -0.9820, -1.4029)



Record 5
Computed, not measured: a gas-phase ion, C3H3N2O2 (charge +1) in a non-equilibrium geometry, with wB97M-V/def2-TZVPD.

Values from the calculation:
E_tot, a.u.: -375.58466
E_HOMO (alpha / beta), eV: -15.698 / -15.235
2S+1: 1
Lowest unoccupied orbital energy (alpha / beta), eV: -8.54 / -8.75
Net charge: +1

Cartesian coordinates (Å):
C (-0.5515, 0.9234, -0.0357)
C (0.8164, 0.9600, 0.0014)
C (-1.2239, -0.4435, -0.0084)
N (-0.3287, -1.3862, -0.0347)
N (1.5022, -0.1441, 0.0118)
O (-2.4394, -0.5188, 0.0353)
O (2.4953, -0.7169, 0.0135)
H (-1.1884, 1.8020, -0.0607)
H (1.3591, 1.9094, 0.0408)
H (-0.4413, -2.3853, 0.0367)



Record 6
Computed, not measured: 11 unconnected molecules or ions with the total composition C23H68N8O11 in a non-equilibrium geometry, with wB97M-V/def2-TZVPD.

Values from the calculation:
E_tot, a.u.: -2182.48096
Structure (SMILES): NC(N)=O.NC(N)=O.NC(N)=O.NC(N)=O.CC(C)O.CC(C)O.CC(C)O.CC(C)O.CC(C)O.CC(C)O.CO
E_HOMO, eV: -8.620
2S+1: 1
Lowest unoccupied orbital energy, eV: 0.08
Net charge: 0

Cartesian coordinates (Å):
C (0.3529, -0.4551, 0.4305)
O (0.9707, 0.7326, -0.1024)
H (-0.5489, -0.7638, -0.0523)
H (0.0893, -0.1760, 1.4706)
H (1.0252, -1.3200, 0.5119)
H (0.3533, 1.4943, 0.0032)
C (-1.3012, 2.6543, 0.2781)
O (-2.3365, 2.7140, -0.6903)
N (-1.4205, 2.0458, 1.4526)
N (-0.1427, 3.1305, 0.0837)
H (-2.3038, 1.5587, 1.7720)
H (-0.5861, 1.6873, 1.9875)
H (0.0136, 3.6351, -0.7960)
H (0.5498, 3.3342, 0.8166)
C (-4.0008, 0.0817, 1.4354)
O (-4.5022, -1.0760, 2.0403)
N (-3.5383, 0.0105, 0.2152)
N (-3.9047, 1.2171, 2.0708)
H (-3.7563, -0.7825, -0.3704)
H (-2.9275, 0.6585, -0.2351)
H (-3.9344, 1.1847, 3.1270)
H (-3.8888, 2.0997, 1.6418)
C (-0.8357, 0.1591, -3.5572)
O (-1.2619, 0.1142, -2.2597)
N (-1.1374, 1.0997, -4.3678)
N (-0.0923, -0.7058, -4.1333)
H (-1.7609, 1.8411, -3.9993)
H (-0.8884, 1.2783, -5.3519)
H (0.2810, -1.4774, -3.4982)
H (0.0715, -0.8748, -5.1138)
C (2.9426, 3.2379, 1.4091)
O (1.6987, 3.6587, 1.7784)
N (3.1567, 2.1353, 0.7501)
N (3.9769, 3.8111, 1.7428)
H (2.3595, 1.5485, 0.4149)
H (4.1120, 1.6928, 0.6394)
H (3.7055, 4.7836, 2.0126)
H (4.8868, 3.8022, 1.2170)
C (-1.7982, -3.0212, 1.6684)
C (-0.5567, -3.8488, 1.7357)
C (-0.0151, -4.1551, 0.2953)
O (0.3576, -3.3587, 2.3745)
H (-2.2815, -2.8773, 2.6332)
H (-2.5942, -3.5513, 1.1599)
H (-1.7980, -2.0842, 1.1548)
H (-0.6903, -4.7785, 2.3192)
H (-0.8013, -4.5391, -0.2411)
H (0.6776, -4.9260, 0.2324)
H (0.4578, -3.3965, -0.3110)
H (0.1716, -3.2543, 3.2944)
C (2.9296, -0.5904, 2.3344)
C (2.3948, -1.1031, 3.6579)
C (3.1081, -2.3012, 4.2567)
O (2.3406, -0.2258, 4.5452)
H (3.9688, -0.2915, 2.3952)
H (2.2919, 0.1821, 1.9401)
H (2.8131, -1.3710, 1.5489)
H (1.3955, -1.4403, 3.4485)
H (3.3330, -3.0531, 3.4446)
H (2.5122, -2.8073, 4.9692)
H (4.0662, -2.0868, 4.7604)
H (1.6436, 0.3617, 4.2102)
C (0.3903, 4.2578, -4.8305)
C (1.3184, 3.4834, -3.9312)
C (0.8556, 3.4850, -2.4811)
O (1.3494, 2.2941, -4.1938)
H (0.9171, 4.2350, -5.8008)
H (0.2774, 5.2700, -4.5110)
H (-0.5686, 3.8551, -4.7846)
H (2.3495, 3.8147, -3.9936)
H (1.1139, 4.3400, -1.9400)
H (1.2809, 2.6982, -1.8710)
H (-0.2631, 3.4650, -2.4934)
H (0.4702, 1.9328, -4.1290)
C (2.8167, 0.2597, -2.7188)
C (3.0399, -1.1897, -2.9519)
C (2.3909, -2.0322, -1.8412)
O (2.6219, -1.6383, -4.0457)
H (3.1703, 0.5761, -1.7467)
H (1.7366, 0.4395, -2.6590)
H (3.3528, 0.8471, -3.4440)
H (4.1480, -1.3174, -2.9759)
H (2.8935, -1.8957, -0.8888)
H (2.5992, -3.1143, -2.0190)
H (1.2702, -1.9135, -1.6480)
H (1.8152, -1.1754, -4.2049)
C (-3.0107, -2.9419, -1.3942)
C (-3.3646, -2.2794, -2.7270)
C (-4.3987, -3.1242, -3.4628)
O (-3.8004, -1.1232, -2.6689)
H (-3.7483, -2.8985, -0.6323)
H (-2.0817, -2.5232, -1.0542)
H (-2.6660, -3.9353, -1.7264)
H (-2.4503, -2.2727, -3.3619)
H (-4.3063, -4.2041, -3.3514)
H (-4.2044, -2.9380, -4.4692)
H (-5.3984, -2.9013, -3.2102)
H (-3.0377, -0.5366, -2.6042)
C (-1.2977, -0.1843, 3.7005)
C (-0.6892, 1.1082, 4.2249)
C (-0.3223, 1.0826, 5.6969)
O (0.2891, 1.5115, 3.5618)
H (-0.5756, -0.9794, 3.7332)
H (-1.7067, -0.1040, 2.7288)
H (-2.0550, -0.4489, 4.4022)
H (-1.4086, 1.8596, 4.0806)
H (0.1357, 1.9903, 6.1974)
H (0.2393, 0.1930, 5.9504)
H (-1.2326, 0.9683, 6.2583)
H (0.3410, 2.4523, 3.6307)